# 1
ORCA calculation (the ωB97M-V functional and the def2-TZVPD basis) on 10 unconnected molecules or ions with the total composition C70H158N10O10.

XYZ file:
```
248
Properties=species:S:1:pos:R:3
C 15.2668 -15.8873 29.1903
C 17.4824 -14.7915 28.2906
H 11.1642 -12.7925 23.8668
C 18.0388 -12.9431 20.7983
H 10.7348 -10.2281 30.8571
H 8.5451 -9.3364 17.4808
H 18.3665 -9.0870 20.8812
H 17.2198 -12.3915 21.2601
H 10.6090 -12.8853 26.8384
H 14.9436 -19.9008 25.6956
H 14.0508 -17.7726 25.6430
H 12.7173 -14.8210 25.0451
H 20.7572 -15.8126 22.7056
H 16.7144 -11.9055 26.6364
H 14.4795 -12.3948 12.9665
H 13.5078 -10.2904 14.4271
H 9.9558 -4.9229 22.9821
C 13.6745 -18.3881 26.4602
H 16.1094 -12.4069 15.3421
H 12.7218 -10.0162 29.3059
H 8.9357 -9.3658 19.9500
C 14.6997 -19.4949 26.6774
H 8.1457 -15.9781 24.2632
C 17.7592 -6.5228 22.1837
H 12.0841 -17.9444 20.0592
C 14.3626 -13.8204 30.3159
H 16.0291 -14.8748 21.3882
H 14.8880 -16.2941 30.1279
H 12.5430 -15.7408 28.7266
H 13.2596 -10.5794 18.5592
H 10.9699 -16.5449 23.1923
H 12.1799 -8.5723 29.6840
H 19.9498 -14.5751 24.8731
N 14.3407 -12.3927 15.7485
C 8.3862 -10.1359 27.4305
C 14.5148 -14.5496 28.9888
C 10.8839 -7.7037 27.3305
C 7.6957 -12.0577 20.0666
H 7.5991 -10.6767 27.9560
C 11.8364 -9.4186 29.0891
H 18.4991 -14.6696 28.6642
H 17.4710 -17.2793 24.4713
H 11.0197 -19.5656 24.2848
H 18.2689 -6.8941 20.1016
C 16.4602 -9.1314 21.8613
H 7.7823 -12.5388 19.0924
N 11.8829 -19.9654 27.0986
C 10.1060 -11.1558 29.0614
H 18.0517 -12.8493 19.7124
C 11.6018 -9.0740 27.6086
H 10.5684 -10.0009 20.3299
C 12.8172 -13.2314 17.5189
C 9.6622 -7.1546 23.2806
N 9.2399 -8.0028 24.3869
C 17.1056 -5.1402 22.0824
H 13.4066 -15.1092 23.4338
H 8.8196 -8.8660 24.0732
C 16.7866 -15.7207 29.3398
H 18.7569 -15.4768 25.5945
H 11.3512 -17.3011 27.4753
C 13.3209 -10.7341 17.4820
C 13.3060 -12.9657 24.0452
C 12.9485 -11.2560 21.5707
C 19.6230 -16.5293 21.0046
H 9.7398 -9.2790 29.8323
H 15.1562 -13.8591 31.0621
C 12.1708 -13.4609 15.1444
H 14.1333 -12.7558 30.2697
C 14.2072 -20.5419 27.6394
C 18.1058 -14.4157 21.1555
H 9.6450 -12.1567 25.7550
H 13.6406 -17.6627 27.2729
C 17.5823 -16.7361 23.5328
H 12.4089 -14.1613 28.1664
H 8.8930 -12.9650 27.2354
C 16.8000 -15.0845 20.6467
H 9.9111 -7.5045 27.7800
H 10.1935 -8.6642 17.7625
H 17.0234 -8.8594 19.7698
H 12.9691 -22.6183 28.8659
C 9.6756 -12.3225 26.8319
C 12.7467 -11.0684 14.3690
H 16.5007 -6.6944 20.3804
H 12.5132 -14.4874 15.0135
N 10.9221 -10.2190 26.9251
H 13.0393 -10.2569 21.1443
H 12.9845 -6.5104 20.4131
H 8.3838 -9.1321 27.8553
H 20.2624 -14.5376 20.4477
H 18.8141 -17.2433 20.8499
C 13.4751 -14.4958 24.3322
H 17.0412 -12.8984 30.2853
H 16.0210 -11.8440 18.1642
O 17.5205 -6.7681 24.5652
H 18.8621 -9.7178 22.8446
H 7.2882 -12.8158 20.7355
H 18.8666 -12.3427 21.1757
H 8.7597 -15.8006 20.6692
H 13.0268 -13.3551 12.6459
C 18.8389 -15.8161 23.3344
H 16.8688 -16.1672 20.5413
H 17.6101 -15.3883 27.3874
H 15.0011 -21.2760 27.5018
C 12.2913 -21.7857 28.6775
H 12.8220 -11.9866 20.7718
H 14.0607 -10.0742 17.0287
H 13.5363 -14.2059 30.9131
H 9.2021 -11.3848 29.6258
C 16.6671 -13.4412 28.1259
H 19.5005 -5.9458 23.4291
C 13.9386 -12.1685 17.1758
H 16.4293 -14.7722 19.6704
H 14.2278 -12.6204 23.5771
C 15.6552 -9.0905 24.1263
C 9.6094 -9.5603 17.5533
H 18.1099 -12.1774 29.1347
O 11.4215 -6.8826 21.6009
C 16.8940 -8.7439 23.2454
H 17.1323 -15.6018 30.3666
C 11.9955 -19.1791 24.5791
H 14.8061 -12.7036 19.1221
H 13.2659 -14.2198 17.4204
H 15.6435 -13.4725 17.8505
H 11.3343 -13.5149 14.4477
H 10.6216 -20.6319 25.9472
N 18.3610 -14.5665 22.6259
H 12.1953 -18.2725 24.0080
H 12.4377 -13.1682 18.5387
H 13.4230 -8.1078 27.3738
H 15.5932 -10.1480 24.3831
H 10.2746 -9.4260 25.3648
C 12.8128 -22.0430 26.1964
H 16.3706 -10.2177 21.8507
H 19.8758 -5.9625 21.6741
H 15.4406 -8.8012 21.6626
H 11.2442 -22.0874 28.7022
H 13.4154 -15.2837 27.2743
H 12.6739 -19.9318 24.1775
H 12.9450 -11.3147 24.9318
H 16.9032 -13.5475 25.9685
H 20.1661 -16.3208 25.0218
H 15.1062 -16.6477 28.4260
H 11.6294 -18.5202 21.5883
H 14.2298 -12.7389 26.8766
O 15.4674 -11.6933 15.3296
C 9.7235 -5.7203 23.6879
H 17.3059 -16.6556 29.1294
H 11.9662 -10.6516 15.0055
H 10.8312 -11.9522 29.2289
H 6.9291 -11.2888 19.9706
H 13.3267 -21.6534 25.3176
H 20.4772 -17.0529 20.5753
C 19.4538 -15.5389 24.7586
C 13.2749 -12.4925 14.7267
H 9.6811 -17.5210 22.6979
H 10.8322 -13.8212 16.8463
C 17.4341 -7.0989 20.7719
C 8.6427 -15.1408 23.7733
H 14.3276 -13.9778 13.6798
H 8.7702 -5.4500 24.1421
H 11.9775 -13.4833 22.5220
H 14.6642 -8.8320 23.7532
C 9.0421 -11.5225 20.6102
H 16.7800 -6.1935 24.7727
H 14.5228 -14.6524 24.5890
C 18.1624 -9.6085 23.6732
H 17.4972 -4.5386 21.2621
H 11.7620 -7.6225 23.5040
C 11.6495 -13.1485 16.5864
H 10.7395 -7.4669 26.2763
O 12.0291 -11.4120 22.6131
N 13.1113 -12.2486 25.2786
H 9.7443 -12.3547 20.6585
C 17.0828 -12.5185 29.2645
C 12.2186 -18.8836 26.1516
C 13.7615 -13.0877 13.4053
C 11.8257 -17.5891 21.0567
H 12.8839 -8.1291 20.8009
H 11.8877 -22.4301 25.7692
H 8.6991 -11.9753 22.6751
H 18.2440 -12.7736 26.9202
C 19.3264 -6.4509 22.4790
H 12.3713 -10.6059 16.9626
C 12.7341 -7.1512 21.2585
C 9.5962 -10.2310 19.8938
H 20.0436 -17.4758 22.9330
H 7.8715 -14.3761 23.6816
H 10.5822 -5.6509 24.3557
O 10.7727 -16.6537 21.1132
C 10.9960 -7.7073 22.7331
H 10.8880 -8.7413 22.4055
O 9.7363 -10.6196 18.5140
H 12.1728 -12.4897 25.5635
C 17.3877 -8.6206 20.7690
N 17.1096 -7.2871 23.2998
H 17.5369 -4.5347 22.8796
H 11.5609 -6.9164 27.6620
H 13.9610 -11.5604 21.8355
H 15.8149 -8.7123 25.1360
H 16.3067 -11.7626 29.3839
C 19.9250 -16.4845 22.4956
H 7.6587 -16.3757 21.8548
H 12.2528 -21.0625 29.4921
C 13.1490 -14.9535 28.2783
C 13.0099 -9.0058 26.9145
H 8.0762 -10.0646 26.3879
H 8.9011 -7.2248 22.5035
C 12.0594 -12.6809 23.2552
H 17.3580 -17.3550 22.6641
C 10.5927 -9.9574 29.8109
C 9.7716 -10.8910 27.5250
H 15.5561 -19.0130 27.1488
C 17.1673 -12.8847 26.7925
H 8.4261 -7.5333 24.7575
H 13.3864 -6.9100 22.0978
O 14.5523 -12.5428 27.7593
H 18.7995 -9.0503 24.3592
H 13.4987 -22.8641 26.4048
C 19.3165 -15.0781 20.4830
N 8.1900 -15.6031 21.4795
H 13.7570 -9.7828 27.0765
O 17.5180 -13.7989 23.4287
H 19.7587 -7.4502 22.5290
H 17.8966 -10.5921 24.0606
O 10.5926 -20.3864 26.8748
C 12.7868 -21.0735 27.3631
O 10.8598 -10.1585 25.5709
H 9.9056 -9.9942 16.5982
H 19.0403 -15.2720 19.4465
C 10.1987 -16.6017 22.4241
H 18.1314 -13.3461 24.0120
H 11.4577 -16.9074 25.7631
H 14.3250 -20.0806 28.6199
C 9.2616 -15.4093 22.4363
N 8.7837 -11.1810 22.0569
H 12.9417 -8.8527 25.8374
H 11.2071 -12.1525 16.6080
H 12.3495 -11.0915 13.3542
H 16.6030 -16.2575 23.5259
C 15.1716 -12.5251 18.1108
H 9.8906 -14.5525 22.1951
H 16.0215 -5.0451 22.1440
N 15.2205 -13.6734 28.0467
C 11.2096 -17.6989 26.4704
H 12.7129 -17.1414 21.5045
H 10.1580 -17.8409 26.2214
H 9.6850 -10.7701 22.2545
H 9.4080 -14.8701 24.5008
```

Results
energy above the lowest of the compared OMol25 structures with the same formula, charge and spin	125.4	kcal per mole
Kohn-Sham gap	8.03	eV
DFT total energy	-4061.35595	a.u.
molar mass	1300.09	g mol⁻¹

***

# 2
ORCA calculation (the ωB97M-V functional and the def2-TZVPD basis) on a molecular structure, C18H47CoNO4Si2.

XYZ file:
```
73
Properties=species:S:1:pos:R:3
C 5.4812 -0.0501 -2.6609
C 3.3272 2.2441 -1.4546
Co -1.0839 -0.5485 -0.3598
H -2.6120 -2.5092 0.3324
H 1.6518 -0.3459 -1.4397
H -1.7361 -2.1600 -5.8208
C -2.6870 1.4257 -1.1187
H 0.9993 -1.7628 0.7881
C 2.6666 -0.7636 -1.4857
H -3.4840 2.1569 -1.0393
H 1.1954 3.1782 -5.5099
H 2.6690 2.3547 -2.3340
H -0.2734 -2.4865 -4.7863
H 2.6361 2.3008 -0.5828
H -5.7844 0.0074 -1.2440
H -1.8361 1.7899 -0.5460
H -4.6661 0.9448 1.4143
H 2.0020 -0.1310 -7.9260
C -2.0709 -0.7668 -4.1781
H -4.6664 -0.3683 -2.5743
C 0.6834 0.9495 1.2877
C 2.6144 0.6731 -7.5135
H 2.4189 1.5703 -8.1011
H -2.4857 -0.6274 -6.2777
C -0.9061 2.8616 -5.7947
H 2.7611 -1.4089 -2.3904
C -4.9084 -0.5900 -1.5263
H 3.9504 3.1616 -1.4101
H -2.6424 -2.3084 -1.4531
H -2.4055 1.3388 -2.1626
H 0.5297 -2.3853 -3.2172
H -5.1573 -1.6580 -1.4485
C 0.3684 -0.2983 2.1420
H -1.7070 2.1474 -5.5953
Si -3.4819 -0.1424 -0.4126
H 5.4614 0.1450 0.8852
C 2.2404 0.9771 -6.0784
C -1.7389 -1.0794 -5.6228
Si 4.1034 0.4949 -1.3960
N 0.1156 -1.4221 1.1972
C -0.4382 -2.5794 -3.7071
H -4.0814 -0.6551 1.9507
H 0.4101 2.2677 -4.2073
H 4.0721 -0.8849 0.6051
H -1.8333 0.2827 -3.9404
C -3.8252 0.2444 1.3786
H -0.8371 2.9954 -6.8736
H 3.6762 0.4174 -7.5641
H 3.7778 0.7900 1.0428
H -0.3180 -2.2128 1.6841
H -2.9661 0.7314 1.8574
C -0.9442 -3.9791 -3.4157
H 2.7993 1.8706 -5.7400
H 2.5637 0.1400 -5.4394
C 0.4442 2.3915 -5.3022
H 5.4909 -1.1556 -2.6933
H 5.2812 0.2622 -3.7023
H -1.1409 3.8142 -5.3166
H -0.5727 -0.0711 2.6871
O -1.3617 -1.5391 -3.1770
H -1.9135 -4.1843 -3.8982
H 2.8247 -1.4021 -0.5942
O 1.4318 1.8118 1.7605
O 0.8176 1.1728 -5.9561
C 4.4542 0.1400 0.4511
O 0.1236 0.8965 0.1030
H 6.5300 0.2298 -2.4577
H 1.1808 -0.4887 2.8796
C -2.4756 -1.7840 -0.4916
H -0.7593 -0.6460 -5.8766
H -3.1340 -0.9391 -3.9484
H -1.0503 -4.1637 -2.3406
H -0.2180 -4.6923 -3.8174
```

Results
⟨S²⟩	6.01
multiplicity	5
Kohn-Sham gap (spin up / spin down)	9.34 / 5.63	eV
DFT total energy	-3031.17191	a.u.
molar mass	456.68	g mol⁻¹
net charge	+1

***

# 3
ORCA calculation (the ωB97M-V functional and the def2-TZVPD basis) on 2 unconnected molecules or ions with the total composition C5H14.

XYZ file:
```
19
Properties=species:S:1:pos:R:3
H -1.3963 -1.7735 0.5032
C 3.1037 0.6953 1.3938
H 1.9345 2.3757 0.6384
C -0.8582 -1.3440 -0.4034
H 0.0436 -1.9229 -0.5783
C -1.8578 -1.2405 -1.5696
H -2.3482 0.7481 -0.8526
H -1.3121 -1.0642 -2.5151
H -2.2883 -2.2310 -1.7388
H -3.8042 -0.4302 -0.9254
H -0.7166 -0.3340 -0.0504
H 2.8377 -0.1229 2.0856
H 1.0799 1.1676 1.6373
H 3.2642 0.1552 0.4425
C 1.9882 1.7619 1.5346
H 4.0673 1.1704 1.5280
C -2.8441 -0.1073 -1.3258
H 2.2817 2.1982 2.4979
H -3.1749 0.2980 -2.3019
```

Results
energy above the lowest of the compared OMol25 structures with the same formula, charge and spin	18.5	kcal per mole
Kohn-Sham gap	12.16	eV
DFT total energy	-198.85971	a.u.
molar mass	74.17	g mol⁻¹

***

# 4
ORCA calculation (the ωB97M-V functional and the def2-TZVPD basis) on a molecular structure, C34H66FGeN3O2PSSbSe2W.

XYZ file:
```
113
Properties=species:S:1:pos:R:3
H 2.9629 2.4747 -0.4302
C -0.8373 -3.8134 3.5752
H -0.0704 4.3067 2.5441
Sb -1.3816 -2.7971 0.6407
C -1.9570 -3.5117 2.5844
H 4.1997 1.3018 -1.6805
Se 2.1830 -0.2160 -1.9489
O -1.4338 -0.7648 3.8289
C -0.4485 -0.2560 3.3590
C -3.4406 -2.9866 0.0592
H -2.5392 1.5880 -5.8335
H 0.7169 -3.7663 -3.4647
C -5.1511 1.9353 -3.0661
C -0.8268 4.2108 -1.3307
C -0.1519 -1.6763 -1.8812
H 0.2320 -0.0121 6.2087
H 7.2911 0.3797 -1.3431
H -0.8321 -4.1070 -4.2512
H 2.5249 3.7721 -1.5386
H 0.9412 5.1725 -2.1581
H -2.5236 -4.4163 2.3495
H 0.7469 -1.4587 -4.4976
H -0.3869 -6.6654 -0.4047
C -1.0305 4.3088 2.0275
C -4.0277 -4.3543 -0.2741
H 5.9001 -2.1110 0.1635
H -2.2203 3.0664 0.7227
H -1.1528 2.1757 1.7629
C -1.2142 3.0722 1.1478
C 0.0152 4.7088 -2.5033
C -0.3681 -3.6908 -3.3530
N -0.1798 -0.0459 2.0029
H -5.2274 0.2084 -4.3358
S -1.1805 1.5671 -3.4686
H -5.5256 1.3371 -2.2345
H 4.9774 -1.0979 -4.6028
H 2.1177 1.9459 -3.2349
H -2.7024 -2.9099 -2.3942
H -0.2447 -2.9274 3.7909
H 3.1027 0.6970 -4.0602
Se -2.3901 0.2069 -0.3444
C 2.1223 1.0235 5.9192
C -0.2975 -4.5790 0.1380
H 3.9665 0.2134 -0.2845
H 6.9624 0.5969 -3.0671
H -0.7140 -0.4580 -4.4438
H 0.4345 -4.3147 -0.6213
H -0.7286 -2.0090 -5.3027
H 1.5875 3.3884 1.3565
O 1.4380 0.8131 0.7635
H -3.6095 -2.2825 -0.7494
N -3.2381 1.7477 -5.1298
H 3.9062 2.0647 5.3538
C 2.1752 0.8987 -3.5274
W -0.1019 -0.3601 -0.2893
H -1.8090 4.3267 2.7927
H -3.9380 -2.5673 0.9370
H 0.2614 -4.7722 1.0562
H -1.0487 5.0494 -0.6648
C 1.0105 0.5332 1.9091
H 0.6054 -2.3998 -1.5677
C 0.7274 0.3074 4.1488
C 1.6343 0.8128 3.2365
H 7.7962 -0.8563 -2.5022
H 1.3145 0.6501 -4.1396
H 0.2591 3.8972 -3.1870
H -0.6688 -4.3055 -2.5079
H 3.4873 1.8504 2.8990
C -0.7959 -2.2295 -3.1655
H 3.5020 4.1271 -0.1151
H -3.3373 1.9228 -1.9676
C 2.7907 1.4477 3.6231
H -2.6615 -1.1883 -2.7968
Ge 5.2887 -1.0324 -2.0587
C 2.6726 3.5209 -0.4870
C 4.7833 -1.7915 -3.7837
H -0.1668 -4.5932 3.2096
H -2.6297 -2.7549 2.9826
H -1.7853 -6.1291 0.5168
C 0.9476 0.3872 5.5023
H -3.8081 -5.1051 0.4856
H 5.9380 -3.3137 -1.1341
H -1.2509 -4.1630 4.5241
C -4.6357 1.9170 -5.4779
H 5.3735 -2.6930 -3.9536
H -6.5383 1.3689 -4.6118
C 7.0120 -0.1375 -2.2620
C 3.9896 0.2796 -1.3731
H 2.3368 1.1075 6.9766
H -4.8846 2.9820 -5.5528
H -4.8149 1.4596 -6.4494
C -2.7862 1.7965 -3.8599
H -5.1154 -4.2785 -0.3453
H 1.1744 4.8154 0.4033
C -5.4755 1.2708 -4.3912
H -0.5336 5.4645 -3.0684
H -1.7775 3.8182 -1.6979
H -3.6655 -4.7302 -1.2313
C 1.4122 3.7501 0.3416
C -1.0764 -5.8309 -0.2563
C -0.3447 -1.4787 -4.4263
F 1.2877 -1.7084 0.3592
N -3.7020 2.0682 -2.9027
C 3.0193 1.5564 4.9991
H 3.7277 -2.0625 -3.7963
H -1.1092 5.2404 1.4650
H -1.6310 -5.6962 -1.1832
C -2.3250 -2.1791 -3.1082
C 5.3930 -2.4563 -0.7383
P -0.0807 2.8638 -0.3133
H -5.6159 2.9232 -3.0094
H 4.3876 -2.7813 -0.4637
H -2.7517 -2.4127 -4.0878
```

Results
energy above the lowest of the compared OMol25 structures with the same formula, charge and spin	56.2	kcal per mole
Kohn-Sham gap (spin up / spin down)	6.19 / 6.25	eV
DFT total energy	-9676.35005	a.u.
molar mass	1167.09	g mol⁻¹

***

# 5
ORCA calculation (the ωB97M-V functional and the def2-TZVPD basis) on a molecular structure, C7H4O.

XYZ file:
```
12
Properties=species:S:1:pos:R:3
C -0.2440 1.4630 -0.7690
H -0.8919 2.2920 -0.8232
H 2.9206 0.5144 0.2479
C 1.8645 0.3124 0.0717
H 1.8453 -1.6407 0.7774
C -3.0430 0.1379 0.0303
C 1.2607 -0.9170 0.3787
O -3.3304 -0.9337 0.1213
H -0.7354 -1.8082 0.6025
C 1.0403 1.2772 -0.4012
C -0.0715 -0.9523 0.0712
C -0.6153 0.2549 -0.3074
```

Results
energy above the lowest of the compared OMol25 structures with the same formula, charge and spin	27.9	kcal per mole
Kohn-Sham gap	8.33	eV
DFT total energy	-344.18304	a.u.
molar mass	104.11	g mol⁻¹

***

# 6
ORCA calculation (the ωB97M-V functional and the def2-TZVPD basis) on C6H12O in the gas phase.

XYZ file:
```
19
Properties=species:S:1:pos:R:3
H -2.2283 2.0496 -0.8660
H 0.1266 1.0319 -1.3609
H -2.2782 1.0454 -2.3398
O -0.6200 1.4506 1.1941
H 2.2492 -2.3330 0.3894
H 0.5161 -2.5457 0.1384
C 1.3458 -1.8447 0.0018
H 2.8762 -0.4960 1.7966
H 0.0356 2.0467 0.7977
C -0.5873 0.2479 0.5210
H -0.6278 -0.6375 -1.4449
H 1.7390 0.8941 2.1074
H -1.3033 -0.4474 0.9555
C -0.5728 0.3179 -0.9307
C 1.9441 -0.0012 1.5246
C -2.1858 1.0297 -1.2523
H 1.5091 -1.7055 -1.0721
C 1.0599 -0.5347 0.6744
H -2.9983 0.4317 -0.8342
```

Results
energy above the lowest of the compared OMol25 structures with the same formula, charge and spin	61.6	kcal per mole
Kohn-Sham gap	9.89	eV
DFT total energy	-310.96107	a.u.
molar mass	100.16	g mol⁻¹

***

Question: molar mass of number 6 (C6H12O)?
Answer: 100.16 g mol⁻¹

***

Question: Look up the DFT total energy of the fifth one.
Answer: -344.18304 a.u.